C8H11BF3IN2O2S | wB97M-V/def2-TZVPD

Cartesian coordinates (Å):
N (-0.80, -0.82, 4.27)
B (-1.16, -0.03, 3.03)
O (-2.30, 0.84, 3.14)
C (-0.34, -0.13, 1.61)
C (-0.63, 1.19, 0.72)
O (-0.58, 2.38, 1.06)
N (-1.01, 0.62, -0.56)
C (-0.41, -0.73, -0.80)
I (-1.70, -1.91, -2.16)
C (1.15, -0.73, -1.23)
C (1.30, -0.29, -2.77)
C (2.32, 0.91, -3.00)
F (3.53, 0.81, -3.72)
C (1.96, 2.20, -2.45)
F (2.48, 2.71, -1.26)
F (1.03, 2.94, -3.23)
C (-0.69, -1.40, 0.68)
S (-2.51, -1.87, 0.56)
H (-0.63, -1.80, 4.01)
H (0.04, -0.42, 4.72)
H (-3.06, 0.30, 3.45)
H (0.80, -0.07, 1.72)
H (-1.03, 1.25, -1.36)
H (1.50, -1.82, -1.15)
H (1.80, -0.14, -0.51)
H (1.72, -1.18, -3.33)
H (0.30, 0.06, -3.22)
H (0.02, -2.23, 1.00)
H (-3.13, -0.63, 0.76)

As for the gap between HOMO and LUMO: 6.86 eV. As for the spin multiplicity: 1. The value obtained for the lowest unoccupied orbital energy is -1.3 eV. Its energy above the lowest of the compared OMol25 structures with the same formula, charge and spin is 79.86 kcal/mol. For the calculated total energy, the calculation gives -1591.5902 Ha. Its highest occupied orbital energy is -8.139 eV. Its charge is 0. The calculation puts the strongest force on any atom at 3.9 eV Å⁻¹.

---

C8H11ClN3 | wB97M-V/def2-TZVPD

Cartesian coordinates (Å):
C (-0.36, -0.14, -0.58)
C (-0.08, 2.43, 0.45)
C (-0.31, 0.97, -1.48)
C (-0.02, 2.22, -0.93)
C (-0.28, 0.11, 0.77)
C (-0.65, -3.23, 1.91)
C (0.68, -2.87, 2.60)
C (-0.50, -1.99, 2.71)
N (-0.28, 1.35, 1.25)
N (-0.35, 0.87, -2.83)
N (0.19, 3.36, -1.69)
Cl (-1.60, -1.29, 3.75)
H (-0.42, -1.23, -0.88)
H (0.05, 3.36, 0.98)
H (-0.65, -3.17, 0.73)
H (-1.27, -3.89, 2.29)
H (0.98, -3.24, 3.48)
H (1.53, -2.47, 1.93)
H (-0.26, 1.28, 2.25)
H (-1.02, 0.19, -3.08)
H (-0.31, 1.62, -3.46)
H (0.88, 4.01, -1.39)
H (0.27, 3.34, -2.69)

As for the gap between HOMO and LUMO (spin up / spin down): 7.97 / 6.70 eV. As for the spin multiplicity: 1. The value obtained for the lowest unoccupied orbital energy (spin up / spin down) is -4.1 / -4.9 eV. Its energy above the lowest of the compared OMol25 structures with the same formula, charge and spin is 107.32 kcal/mol. For the calculated total energy, the calculation gives -935.4690 Ha. Its highest occupied orbital energy (spin up / spin down) is -12.115 / -11.622 eV. Its charge is +1. The calculation puts the strongest force on any atom at 6.4 eV Å⁻¹.

---

C8H11ClO | wB97M-V/def2-TZVPD

Cartesian coordinates (Å):
O (-2.28, 0.36, 0.70)
C (-1.89, 0.82, -0.58)
C (-2.57, -1.02, 0.66)
H (-1.68, 1.90, -0.50)
H (-2.70, 0.68, -1.32)
H (-0.99, 0.31, -0.94)
H (-3.40, -1.24, -0.03)
H (-1.69, -1.61, 0.35)
H (-2.87, -1.33, 1.68)
Cl (1.21, -2.93, 0.09)
C (1.89, 1.53, -0.05)
C (1.34, 0.94, 1.09)
C (2.23, 0.73, -1.14)
C (1.12, -0.44, 1.14)
C (2.03, -0.64, -1.11)
C (1.47, -1.22, 0.04)
H (2.06, 2.61, -0.08)
H (1.06, 1.56, 1.96)
H (2.67, 1.19, -2.04)
H (0.69, -0.92, 2.03)
H (2.29, -1.28, -1.96)

As for the gap between HOMO and LUMO: 10.21 eV. The SMILES is Clc1ccccc1.COC. As for the spin multiplicity: 1. The value obtained for the lowest unoccupied orbital energy is 0.9 eV. Its energy above the lowest of the compared OMol25 structures with the same formula, charge and spin is 18.76 kcal/mol. For the calculated total energy, the calculation gives -846.8403 Ha. Its highest occupied orbital energy is -9.268 eV. Its charge is 0. The calculation puts the strongest force on any atom at 0.6 eV Å⁻¹.

---

C8H11IN3O | wB97M-V/def2-TZVPD

Cartesian coordinates (Å):
C (-2.10, -2.95, 0.09)
C (-0.15, -0.13, -0.03)
C (0.95, 2.07, -0.48)
C (1.51, 1.19, 1.29)
C (-1.72, -1.73, -0.62)
C (-2.44, -0.42, 0.53)
C (1.18, 0.61, -0.09)
C (2.25, -0.19, -0.80)
N (-2.37, -3.71, 0.87)
N (-0.39, -1.24, -0.63)
N (-1.17, 0.26, 0.72)
O (0.81, 2.43, 0.91)
I (-4.00, 0.74, -0.33)
H (1.82, 2.60, -0.93)
H (0.10, 2.18, -1.10)
H (1.11, 0.84, 2.17)
H (2.63, 1.15, 1.40)
H (-2.14, -1.50, -1.62)
H (-2.78, -0.74, 1.59)
H (3.09, 0.52, -0.94)
H (2.10, -0.50, -1.78)
H (2.59, -1.02, -0.13)
H (0.23, -1.63, -1.29)
H (-1.13, 1.17, 1.21)

As for the gap between HOMO and LUMO: 9.74 eV. The SMILES is CC1(C2=[NH+][C@@H](I)[C@H](C#N)N2)COC1. As for the spin multiplicity: 1. The value obtained for the lowest unoccupied orbital energy is -3.9 eV. Its energy above the lowest of the compared OMol25 structures with the same formula, charge and spin is 0.00 kcal/mol. For the calculated total energy, the calculation gives -848.2873 Ha. Its highest occupied orbital energy is -13.604 eV. Its charge is +1. The calculation puts the strongest force on any atom at 4.9 eV Å⁻¹.

---

C8H11N | wB97M-V/def2-TZVPD

Cartesian coordinates (Å):
C (-1.12, -1.64, 0.52)
C (-2.79, 0.66, -0.54)
C (-0.20, -0.74, 0.38)
C (-2.02, 0.27, -1.53)
C (1.00, -0.30, 0.73)
C (-1.16, 0.08, -2.53)
C (1.93, 0.63, -0.09)
C (1.73, -0.74, 2.08)
N (-2.13, -2.33, 0.47)
H (-2.84, 1.47, 0.12)
H (-3.87, 0.24, -0.57)
H (-1.20, 0.53, -3.48)
H (-2.84, -2.11, -0.26)
H (-0.48, -0.79, -2.39)
H (2.50, 1.25, 0.56)
H (2.64, 0.10, -0.61)
H (1.44, 1.33, -0.74)
H (2.16, 0.18, 2.49)
H (1.12, -1.36, 2.63)
H (2.56, -1.42, 1.75)

As for the gap between HOMO and LUMO: 8.82 eV. The SMILES is CC(C)=C=C=N.C=C=C. As for the spin multiplicity: 1. The value obtained for the lowest unoccupied orbital energy is 0.5 eV. Its energy above the lowest of the compared OMol25 structures with the same formula, charge and spin is 101.44 kcal/mol. For the calculated total energy, the calculation gives -365.9764 Ha. Its highest occupied orbital energy is -8.281 eV. Its charge is 0. The calculation puts the strongest force on any atom at 4.7 eV Å⁻¹.

---

C8H11N | wB97M-V/def2-TZVPD

Cartesian coordinates (Å):
C (-0.79, -1.06, 0.27)
C (0.97, -0.95, 0.34)
C (-1.77, -0.56, 1.28)
C (1.96, -1.04, -0.78)
N (0.13, -2.06, 0.59)
C (-0.37, 2.46, -0.17)
C (-0.08, 2.10, -1.45)
C (-0.59, 2.88, 0.94)
C (0.14, 1.84, -2.60)
H (0.12, -2.60, 1.44)
H (-1.05, -0.97, -0.78)
H (1.15, -0.23, 1.13)
H (-1.26, -0.13, 2.15)
H (2.94, -0.68, -0.47)
H (-2.39, -1.38, 1.66)
H (-2.42, 0.20, 0.86)
H (1.64, -0.46, -1.65)
H (2.07, -2.07, -1.12)
H (-0.82, 3.24, 1.91)
H (0.42, 1.47, -3.55)

As for the gap between HOMO and LUMO: 9.12 eV. The SMILES is C[C@@H]1N[C@H]1C.C#CC#C. As for the spin multiplicity: 1. The value obtained for the lowest unoccupied orbital energy is 1.0 eV. Its energy above the lowest of the compared OMol25 structures with the same formula, charge and spin is 107.13 kcal/mol. For the calculated total energy, the calculation gives -365.9673 Ha. Its highest occupied orbital energy is -8.120 eV. Its charge is 0. The calculation puts the strongest force on any atom at 2.6 eV Å⁻¹.

---

C8H11N2OPS | wB97M-V/def2-TZVPD

Cartesian coordinates (Å):
C (1.00, 3.57, -0.40)
C (1.59, 2.63, -1.30)
C (0.40, 3.12, 0.75)
C (1.61, 1.30, -1.02)
C (0.40, 1.72, 0.96)
C (0.85, 0.78, 0.07)
C (0.77, -0.59, 0.56)
C (0.36, -1.60, -0.49)
N (-1.63, -2.33, 1.58)
N (-1.76, -3.38, -0.70)
O (0.83, -0.94, 1.68)
P (-1.48, -1.87, -0.04)
S (-2.57, -0.43, -0.65)
H (1.06, 4.66, -0.62)
H (1.94, 2.94, -2.25)
H (-0.03, 3.80, 1.41)
H (1.99, 0.53, -1.75)
H (-0.10, 1.45, 1.85)
H (0.36, -1.25, -1.54)
H (0.91, -2.58, -0.25)
H (-2.30, -1.70, 2.06)
H (-0.73, -2.14, 2.00)
H (-1.75, -3.48, -1.67)
H (-1.69, -4.22, -0.22)

As for the gap between HOMO and LUMO: 9.02 eV. The SMILES is NP(N)(=S)CC(=O)c1ccccc1. As for the spin multiplicity: 1. The value obtained for the lowest unoccupied orbital energy is 0.2 eV. Its energy above the lowest of the compared OMol25 structures with the same formula, charge and spin is 0.00 kcal/mol. For the calculated total energy, the calculation gives -1235.7764 Ha. Its highest occupied orbital energy is -8.811 eV. Its charge is 0. The calculation puts the strongest force on any atom at 5.0 eV Å⁻¹.

---

C8H11N3O3S | wB97M-V/def2-TZVPD

Cartesian coordinates (Å):
C (0.90, -1.03, 2.61)
C (-0.38, -1.29, 2.88)
C (0.24, 0.79, 1.09)
C (-1.06, 0.53, 1.35)
C (1.27, 0.02, 1.68)
C (-1.53, -0.63, 2.18)
C (-2.26, -1.66, 1.30)
C (1.88, 2.00, -4.14)
N (2.51, 0.20, 1.35)
N (-2.06, 1.40, 0.83)
N (3.55, 0.77, 1.51)
O (-1.71, 2.31, 0.10)
O (4.63, 0.75, 0.99)
O (-3.22, 1.18, 1.14)
S (1.19, 1.02, -2.77)
H (1.70, -1.56, 3.11)
H (-0.65, -2.06, 3.59)
H (0.50, 1.62, 0.45)
H (0.25, 1.90, -2.41)
H (-2.25, -0.26, 2.92)
H (-1.62, -1.97, 0.48)
H (-3.17, -1.22, 0.91)
H (-2.52, -2.54, 1.89)
H (2.53, 2.78, -3.74)
H (1.07, 2.42, -4.73)
H (2.46, 1.31, -4.75)

As for the gap between HOMO and LUMO (spin up / spin down): 6.72 / 6.58 eV. As for the spin multiplicity: 3. The value obtained for the lowest unoccupied orbital energy (spin up / spin down) is -0.3 / -2.5 eV. Its energy above the lowest of the compared OMol25 structures with the same formula, charge and spin is 0.00 kcal/mol. For the calculated total energy, the calculation gives -1099.3202 Ha. Its highest occupied orbital energy (spin up / spin down) is -6.967 / -9.076 eV. As for the expectation value of S²: 2.03. Its charge is 0. The calculation puts the strongest force on any atom at 5.3 eV Å⁻¹.